Below is C23H37MnN8O10PS6 as an isolated structure, with properties calculated with ωB97M-V with the def2-TZVPD basis set.

The geometry in XYZ format:
```
86
Properties=species:S:1:pos:R:3:mulliken_spin:R:1
Mn 0.4717 -0.0706 0.5365 4.76
N -0.3216 2.1603 0.4487 0.06
N -1.3238 2.7927 -0.3031 0.01
C -2.2571 2.1405 -1.0253 0.02
N -2.8419 2.8968 -1.9879 0.00
N -2.5660 0.9072 -0.6508 0.01
N -3.5023 0.2202 -1.3708 0.01
O -4.0322 0.6645 -2.3912 0.00
O -3.8313 -0.8497 -0.9056 0.00
H -0.2974 2.5634 1.3927 0.01
H 0.5639 2.3477 -0.0135 -0.02
H -1.1446 3.7484 -0.5667 0.00
H -2.2458 3.6044 -2.3876 0.00
H -3.3882 2.3545 -2.6422 0.00
S 3.0767 -6.4415 -2.0740 0.00
C 2.4873 -5.0193 -1.3987 0.00
S 0.8271 -4.6421 -1.2731 0.00
C 0.9575 -3.1088 -0.4550 0.02
C 2.2165 -2.6823 -0.1991 0.02
S 2.7221 -1.2202 0.5857 0.06
S 3.4635 -3.7814 -0.7486 0.00
S -0.5405 -2.2830 -0.0928 0.05
C -2.9357 -3.6140 2.0987 0.00
N -2.0811 -2.7209 2.8517 0.00
C -0.8148 -3.1332 3.4214 0.00
C -0.1148 -1.7858 3.6229 0.01
O 0.9127 -1.6465 4.2385 0.00
N -0.8686 -0.7970 2.9984 0.03
C -1.9502 -1.4053 2.5542 -0.01
N -2.9200 -0.7597 1.8648 0.00
H -2.6721 -4.6381 2.3566 0.00
H -2.7813 -3.5006 1.0215 0.00
H -3.9860 -3.4550 2.3529 0.00
H -0.2327 -3.7354 2.7176 0.00
H -0.9312 -3.6529 4.3733 0.00
H -2.5914 0.1249 1.4992 0.00
H -3.3503 -1.2871 1.1176 0.00
C 1.0929 -0.6795 8.4064 0.00
C 1.2134 0.0924 7.1193 0.00
C 2.4446 0.2531 6.4948 0.00
C 2.5539 0.9482 5.3010 0.00
C 1.4219 1.4949 4.7207 0.00
C 0.1860 1.3485 5.3285 0.00
C 0.0886 0.6527 6.5223 0.00
S 1.5600 2.2921 3.1429 0.02
O 2.8146 3.0106 3.1541 0.00
O 0.3723 3.1518 3.0333 0.00
O 1.5266 1.1850 2.1743 0.04
H 1.9974 -1.2559 8.6038 0.00
H 0.2536 -1.3765 8.3676 0.00
H 0.9284 -0.0151 9.2595 0.00
H 3.3288 -0.1957 6.9342 0.00
H 3.5093 1.0539 4.8045 0.00
H -0.6905 1.7607 4.8485 0.00
H -0.8845 0.5229 6.9858 0.00
C -1.2465 -2.1509 -4.0912 0.00
C -0.9497 -0.7755 -4.6760 0.00
C 0.1008 -0.8498 -5.7816 0.00
C -2.2263 -0.1509 -5.2233 0.00
O -0.5278 0.1279 -3.6252 0.01
P 0.9123 0.0016 -2.8732 -0.05
O 1.5175 -1.3234 -3.0676 0.00
O 0.6655 0.6134 -1.5153 -0.09
O 1.8255 1.0538 -3.7311 0.00
C 1.9065 2.4713 -3.5688 0.00
C 2.7966 2.7955 -2.3709 0.01
C 2.5558 2.9695 -4.8547 0.00
C 0.5246 3.1066 -3.4150 0.00
H -1.6928 -2.7884 -4.8606 0.00
H -1.9444 -2.0592 -3.2564 0.00
H -0.3351 -2.6138 -3.7184 0.00
H -0.2523 -1.5134 -6.5758 0.00
H 1.0393 -1.2375 -5.3894 0.00
H 0.2712 0.1425 -6.2072 0.00
H -2.6308 -0.7716 -6.0266 0.00
H -2.0180 0.8454 -5.6233 0.00
H -2.9767 -0.0606 -4.4392 0.00
H 3.8002 2.4026 -2.5390 0.00
H 2.4111 2.3176 -1.4731 0.00
H 2.8646 3.8762 -2.2156 0.00
H 3.5434 2.5213 -4.9694 0.00
H 2.6599 4.0576 -4.8404 0.00
H 1.9451 2.6807 -5.7121 0.00
H 0.0209 2.6597 -2.5620 0.01
H -0.0848 2.9262 -4.3029 0.00
H 0.6309 4.1864 -3.2630 0.00
```

Values from the calculation:
**Expectation value of S²**: 8.7546
**HOMO (spin up / spin down)**: -0.0432 / -0.0458 Ha
**2S+1**: 6
**Energy above the lowest of the compared OMol25 structures with the same formula, charge and spin**: 0.0 kcal/mol
**Charge**: -2

***

Below is BCdH20O12P as an isolated structure, with properties calculated with ωB97M-V with the def2-TZVPD basis set.

The geometry in XYZ format:
```
35
Properties=species:S:1:pos:R:3:nbo_charge:R:1
Cd -3.5466 4.1767 4.4055 0.97
P -4.1474 1.2487 2.7002 2.47
O -5.2905 0.2448 3.0221 -0.97
O -5.0869 2.4069 2.7750 -1.01
O -3.7346 0.6586 1.3956 -1.17
O -3.0645 1.5346 3.7910 -1.27
B -5.2217 6.5658 4.1059 -0.89
H -4.2962 6.6519 4.6538 -0.03
H -5.6035 7.5175 3.7701 -0.04
H -4.9912 6.0372 3.1939 0.00
H -5.9180 6.0470 4.7464 -0.03
O -5.9195 5.0069 -0.8754 -0.95
H -6.1682 5.5642 -0.1380 0.47
H -4.9869 4.8362 -0.7434 0.48
O -1.3868 4.5856 6.3384 -0.95
H -0.7936 5.1999 6.7709 0.46
H -1.1098 3.7243 6.6510 0.47
O -8.1420 11.9430 3.6462 -0.95
H -7.3190 11.5064 3.4266 0.49
H -7.8979 12.8574 3.7895 0.46
O -5.6339 7.0968 7.9555 -0.95
H -5.7728 7.0773 7.0086 0.50
H -6.3966 7.5610 8.3004 0.45
O -8.9509 7.6843 4.7427 -0.96
H -8.1616 7.1588 4.8735 0.49
H -8.6279 8.5780 4.6281 0.46
O -5.8548 9.7640 1.5565 -0.97
H -5.4530 9.0272 2.0170 0.50
H -6.6376 9.3939 1.1485 0.47
O -5.0046 3.4848 6.6749 -0.95
H -5.2280 2.5587 6.7673 0.48
H -5.5758 3.9329 7.2987 0.47
O -1.8884 5.1847 2.3739 -0.94
H -1.9338 5.9038 1.7436 0.46
H -0.9522 5.0630 2.5320 0.46
```

Values from the calculation:
**HOMO**: 0.0317 Ha
**Energy above the lowest of the compared OMol25 structures with the same formula, charge and spin**: 61.2 kcal/mol
**Charge**: -2

***

Below is an isolated molecule of C11H26N4O, with properties calculated with ωB97M-V with the def2-TZVPD basis set.

The geometry in XYZ format:
```
42
Properties=species:S:1:pos:R:3:nbo_charge:R:1
C 2.4899 1.0236 3.0146 -0.70
C 3.2226 0.4983 1.7741 0.68
O 4.4547 0.4436 1.7631 -0.63
N 2.3723 0.2239 0.7386 -0.67
C 2.9262 -0.4207 -0.4035 -0.23
C 2.1242 -1.5684 -0.8581 -0.42
C 1.1796 -1.0748 -1.9109 -0.20
N 0.4002 -2.0919 -2.5052 -0.62
C -0.6454 -2.8409 -1.7404 -0.20
C -1.5871 -2.1342 -0.6948 -0.44
C -2.1512 -0.7161 -0.9511 -0.22
N -3.1991 -0.2049 -0.1208 -0.65
C -2.9694 0.8804 0.9955 -0.22
C -2.5483 2.1008 0.1946 -0.44
C -1.3565 2.7995 0.8123 -0.23
N -0.0537 2.0774 0.6584 -0.86
H 1.5528 1.5151 2.6429 0.21
H 3.0865 1.6347 3.6751 0.23
H 2.0942 0.0911 3.5453 0.23
H 1.3414 0.5429 0.5996 0.44
H 3.9250 -0.8181 -0.1238 0.23
H 3.0701 0.2077 -1.2515 0.18
H 2.8271 -2.3786 -1.1051 0.22
H 1.3987 -1.8365 -0.0875 0.20
H 1.8978 -0.7411 -2.6767 0.19
H 0.6657 -0.0784 -1.5944 0.14
H 0.0386 -1.8283 -3.3713 0.36
H -0.1612 -3.5068 -1.0897 0.18
H -1.1718 -3.3874 -2.4021 0.19
H -2.3918 -2.8454 -0.4290 0.21
H -0.9273 -2.0821 0.1667 0.19
H -1.3077 0.1345 -0.9330 0.18
H -2.6464 -0.7111 -1.9372 0.18
H -3.8355 -0.9043 0.2332 0.36
H -2.1154 0.6645 1.6835 0.18
H -3.8700 0.7677 1.5551 0.21
H -2.3292 1.9903 -0.8957 0.21
H -3.3473 2.7971 0.1234 0.23
H -1.2351 3.8313 0.4720 0.18
H -1.7359 3.0863 1.8090 0.19
H 0.6867 2.7578 0.9847 0.38
H -0.1688 2.1016 -0.3598 0.36
```

Values from the calculation:
**HOMO**: -0.3079 Ha
**SMILES**: CC(=O)NCCCNCCCNCCCN
**Energy above the lowest of the compared OMol25 structures with the same formula, charge and spin**: 10.7 kcal/mol
**Charge**: 0

***

Which of these has the lowest energy above the lowest of the compared OMol25 structures with the same formula, charge and spin? C23H37MnN8O10PS6